ORCA calculation (ωB97M-V with the def2-TZVPD basis set) on a molecular structure, C12H10AlBrF5 at a distorted geometry.

```
29
Properties=species:S:1:pos:R:3:forces:R:3
C 1.365091 -2.179595 -0.726638 0.34 0.65 -0.12
C 1.867034 -1.070529 -1.399033 0.43 -0.28 0.42
C 2.447704 -0.147267 -0.422897 -1.34 0.32 0.04
H 1.832053 -0.883927 -2.469666 0.12 -0.16 0.23
C 2.131577 -0.723530 0.882400 0.59 -1.04 -0.28
C 1.516522 -1.965787 0.683110 0.48 0.77 0.15
H 1.253250 -2.686819 1.461087 -0.13 0.43 -0.21
H 0.946343 -3.080634 -1.178127 -0.04 0.41 0.06
H 3.309618 0.509897 -0.642057 -0.29 -0.52 0.19
H 2.382846 -0.265925 1.835592 0.07 -0.26 -0.18
Al 1.396717 1.698450 -0.161798 0.14 -1.15 0.46
Br 0.623168 2.091565 -2.249768 -0.36 0.47 -0.72
C -2.141429 0.202394 -0.430693 0.10 -0.52 0.83
C -2.073855 -0.803931 0.580159 0.25 -0.93 -0.53
C -1.910566 -2.063227 -0.080929 -0.30 1.85 2.06
H -2.057259 -0.595155 1.653736 0.00 -0.28 -0.51
C -1.901866 -1.824582 -1.491384 -0.62 2.62 -1.83
C -2.076202 -0.431776 -1.707691 0.46 -2.50 -0.54
H -2.097578 0.082985 -2.665742 0.05 -0.23 0.29
H -2.180466 1.280770 -0.276079 -0.15 -0.41 0.00
H -1.809506 -3.027571 0.410273 0.03 0.25 -0.13
H -1.826470 -2.566748 -2.284889 0.06 0.17 0.33
F 2.609436 2.742632 0.355085 0.13 0.16 -0.05
C 0.049670 1.767541 1.333315 1.25 -1.19 -0.50
F 0.401993 1.025925 2.430307 -0.83 0.68 -0.01
C -0.808224 2.909199 1.606252 -0.25 0.96 -0.36
F -0.265206 3.740631 2.549396 -0.71 -0.21 -0.37
F -0.885438 3.618791 0.415510 -0.25 -0.37 1.33
F -2.098957 2.646222 1.991168 0.77 0.29 -0.05
```
Positions in Å, forces in eV/Å.

HOMO-LUMO gap (spin up / spin down)	0.27075 / 0.20489	Eh
energy relative to the best compared isomer or geometry (same formula, charge and spin)	0.0	kJ/mol
highest occupied orbital energy (spin up / spin down)	-4.36 / -4.34	eV
charge	-1
largest force on an atom	0.06327	hartree/bohr

Results of the Mulliken charge analysis, in e, for atoms 1 through 5: atom 1 (C): -0.40, atom 2 (C): -0.77, atom 3 (C): 0.01, atom 4 (H): 0.36, atom 5 (C): -0.65

=====

ORCA calculation (ωB97M-V with the def2-TZVPD basis set) on a molecular structure, C12H10AsIrN4S4 at a distorted geometry.

```
32
Properties=species:S:1:pos:R:3:forces:R:3
Ir 1.416171 -0.914111 -0.896872 -0.93 0.87 0.18
S 4.780274 -3.791744 -2.008839 -0.17 0.42 0.11
As 3.301435 -3.186755 -0.624794 0.89 -7.24 -2.20
S 3.490889 -1.333479 -0.018858 1.13 4.97 2.16
S 1.365105 -2.892523 -1.810520 -0.40 0.75 0.29
S 2.830611 -4.749954 0.717763 -0.36 0.67 0.02
N -0.966429 0.890400 -1.419328 0.01 0.09 0.02
C -0.482708 -0.292523 -1.177061 -0.25 -0.46 -0.32
C -1.318037 -2.742114 0.852152 -0.15 -0.11 0.17
C -1.801162 -1.510796 0.593933 -0.18 0.08 -0.24
C -2.225771 -0.638539 1.643530 0.08 -0.16 0.08
C -2.720137 0.637655 1.420740 -0.13 0.22 -0.04
C -2.846831 1.192505 0.158448 -0.01 -0.33 0.01
C -2.356617 0.468566 -1.053509 0.25 0.00 -0.18
C -1.815318 -0.964429 -0.804481 0.21 0.06 0.03
C -3.421121 2.477172 -0.002047 -0.02 0.10 0.04
N -3.909180 3.514917 -0.137789 0.01 0.00 -0.01
H -1.022384 -3.424710 0.067834 0.09 0.07 -0.05
H -1.206073 -3.096561 1.869624 -0.02 0.02 0.01
H -2.191791 -1.020369 2.657164 0.05 0.05 0.01
H -3.045693 1.228167 2.269340 0.00 -0.02 0.01
H -3.038445 0.578275 -1.900788 -0.12 0.00 0.09
H -2.133390 -1.705353 -1.538838 -0.05 -0.04 0.06
N 2.427219 3.148029 -0.358990 -0.05 -0.11 0.12
C 2.278705 2.863341 0.979802 -0.04 0.08 -0.01
C 1.841770 1.579817 1.040376 0.12 -0.07 0.08
N 1.736351 1.083824 -0.237131 0.17 0.06 -0.29
C 2.083172 2.047347 -1.054019 -0.05 0.09 -0.12
H 2.745902 4.015887 -0.749510 -0.05 -0.02 -0.04
H 2.497462 3.581815 1.747775 -0.03 0.00 0.01
H 1.616949 0.977161 1.901890 0.01 -0.03 -0.01
H 2.089069 1.979089 -2.127003 0.00 -0.01 -0.01
```
Positions in Å, forces in eV/Å.

HOMO-LUMO gap (spin up / spin down)	0.17345 / 0.17529	Eh
energy relative to the best compared isomer or geometry (same formula, charge and spin)	494.8	kJ/mol
highest occupied orbital energy (spin up / spin down)	-4.20 / -4.20	eV
multiplicity	2
charge	-1
largest force on an atom	0.14813	hartree/bohr

Results of the Mulliken charge analysis, in e, for atoms 1 through 5: atom 1 (Ir): 0.56, atom 2 (S): -0.57, atom 3 (As): 0.47, atom 4 (S): -0.41, atom 5 (S): -0.30

=====

ORCA calculation (ωB97M-V with the def2-TZVPD basis set) on a molecular structure, C12H10BrClHgNO.

```
27
Properties=species:S:1:pos:R:3:forces:R:3
Hg 2.864172 0.324097 -0.111176 0.06 0.02 -0.08
O -0.501186 -5.003779 -3.298831 0.03 -0.20 0.06
C -0.239692 -3.886883 -2.591887 0.07 0.28 0.17
C -0.571731 -2.609236 -3.035427 -0.02 -0.04 -0.13
C -0.231943 -1.529941 -2.242875 0.02 -0.06 0.00
N 0.392232 -1.646063 -1.073203 0.01 0.02 0.21
C 0.678224 -2.864781 -0.666462 -0.14 0.16 -0.15
Br 1.542048 -2.998760 1.016937 0.01 -0.08 0.06
C 0.393034 -4.023640 -1.361953 0.03 -0.19 -0.05
H -0.901526 -4.783223 -4.144655 -0.05 0.07 -0.05
H -1.075767 -2.468337 -3.983981 0.00 0.05 0.01
H -0.462638 -0.516171 -2.549608 -0.02 -0.04 -0.06
H 0.656166 -4.998052 -0.977836 0.00 0.00 -0.02
Cl 2.076666 4.063771 0.743268 0.07 0.13 0.03
C 0.567749 3.402543 1.276990 0.02 -0.22 0.13
C -0.599042 4.054401 0.941603 -0.06 0.02 -0.05
C -1.826682 3.511503 1.302121 0.05 -0.03 0.04
C -1.869621 2.286109 1.965774 -0.12 -0.01 -0.02
C -0.707029 1.637002 2.303485 0.18 -0.04 0.01
C 0.570878 2.190439 2.022663 -0.28 0.19 -0.19
C 1.739555 1.572243 2.476351 0.10 0.03 0.32
H -0.551344 4.981797 0.387219 0.04 0.00 0.02
H -2.741055 4.036673 1.062238 0.01 -0.01 -0.05
H -2.824566 1.843349 2.218133 0.01 0.00 0.00
H -0.740554 0.679388 2.808767 -0.01 0.03 0.04
H 1.675263 0.660431 3.053957 -0.03 -0.03 -0.08
H 2.688390 2.085120 2.458388 0.02 -0.05 -0.15
```
Positions in Å, forces in eV/Å.

HOMO-LUMO gap (spin up / spin down)	0.27783 / 0.27929	Eh
highest occupied orbital energy (spin up / spin down)	-7.08 / -8.34	eV
multiplicity	2
largest force on an atom	0.00752	hartree/bohr

Results of the Mulliken charge analysis, in e, for atoms 1 through 5: atom 1 (Hg): 0.06, atom 2 (O): -0.50, atom 3 (C): 0.86, atom 4 (C): -0.33, atom 5 (C): -0.61

=====

ORCA calculation (ωB97M-V with the def2-TZVPD basis set) on a molecular structure, C12H10BrF5Gd at a distorted geometry.

```
29
Properties=species:S:1:pos:R:3:forces:R:3
C -0.659086 1.866392 1.071154 -0.10 0.80 0.66
C -1.215833 0.741450 1.735206 0.36 0.22 0.67
C -0.141115 -0.009305 2.303722 0.25 0.91 0.27
H -2.285482 0.513934 1.843763 0.67 0.08 -0.20
C 1.089102 0.649983 1.976839 -0.86 0.56 0.44
C 0.758944 1.816025 1.204678 0.01 0.22 0.94
H 1.474633 2.506256 0.742063 -0.39 -0.26 0.27
H -1.229438 2.657524 0.566440 0.41 -0.58 0.13
H -0.246218 -0.909594 2.891114 0.05 0.13 -0.14
H 2.091048 0.293834 2.210940 -0.28 0.11 0.00
Gd 0.204368 -0.083066 -0.222220 0.27 -2.29 -2.54
Br -1.059780 0.916058 -2.282422 -0.40 0.18 -0.61
C 0.608772 2.125052 -5.213325 0.32 1.37 0.67
C 1.502991 3.086778 -4.637473 -1.58 -0.61 -0.45
C 0.713678 4.176148 -4.127821 -1.29 -1.00 -0.62
H 2.580187 3.014958 -4.608267 0.06 -0.02 0.01
C -0.665876 3.882643 -4.390272 1.45 -0.40 -0.19
C -0.732341 2.616890 -5.064533 1.05 0.64 0.59
H -1.632502 2.119974 -5.394955 -0.01 0.00 -0.03
H 0.888915 1.195730 -5.687651 0.03 -0.03 0.02
H 1.092588 5.066732 -3.648575 0.01 0.04 0.04
H -1.510549 4.508713 -4.140655 0.00 0.00 0.05
F -1.511932 -2.924017 -0.023072 0.39 -0.65 0.26
C -0.193123 -2.566751 0.170137 0.22 2.12 0.22
F 0.503386 -2.955535 -0.990018 -0.02 -0.41 0.31
C 0.416983 -3.288523 1.361272 -0.69 0.06 -0.73
F -0.373185 -3.100053 2.462126 0.93 -0.47 -0.69
F 0.513490 -4.606673 1.111711 0.36 -0.18 0.80
F 1.679801 -2.809466 1.639872 -1.22 -0.53 -0.15
```
Positions in Å, forces in eV/Å.

HOMO-LUMO gap (spin up / spin down)	0.20088 / 0.11470	Eh
highest occupied orbital energy (spin up / spin down)	-3.41 / -2.36	eV
multiplicity	8
charge	-1
largest force on an atom	0.06662	hartree/bohr

Results of the Mulliken charge analysis, in e, for atoms 1 through 5: atom 1 (C): -0.34, atom 2 (C): -0.59, atom 3 (C): -0.39, atom 4 (H): 0.37, atom 5 (C): -0.62

=====

ORCA calculation (ωB97M-V with the def2-TZVPD basis set) on a molecular structure, C12H10Cl2IN3O5Pd.

```
34
Properties=species:S:1:pos:R:3:forces:R:3
Pd 0.764212 -1.421366 0.267482 0.07 0.54 0.17
O 3.361289 -3.963230 1.226315 0.08 0.10 0.08
Cl 2.102358 -3.373259 1.268065 -0.01 -0.23 -0.41
O 1.145518 -4.009053 2.074076 0.14 -0.01 0.13
O 1.548077 -3.215638 -0.152351 0.03 -0.15 0.25
O 2.195339 -1.894114 1.637477 -0.19 -0.13 -0.06
Cl 0.755741 4.832771 3.466866 -0.01 -0.01 0.00
C 1.222908 3.639115 2.396311 0.01 0.01 0.02
C 2.415723 3.837526 1.700215 0.00 -0.03 -0.04
C 2.849960 2.902742 0.794253 -0.14 -0.09 0.05
I 4.569592 3.096520 -0.217132 0.06 0.00 -0.04
C 2.004506 1.673209 0.504072 0.09 0.05 -0.02
O 2.273504 0.947664 -0.408810 -0.05 -0.10 0.04
C 0.790784 1.454230 1.368614 0.10 0.01 -0.02
N 0.110252 0.318018 1.224559 -0.06 -0.06 -0.09
C -1.013899 0.144135 1.936707 -0.03 -0.02 -0.01
C -1.490666 1.090208 2.828565 0.02 0.03 0.00
C -0.777786 2.258090 3.004272 -0.01 -0.02 -0.01
C 0.390159 2.449388 2.260364 -0.04 0.04 0.04
H 2.986777 4.735915 1.892397 0.00 0.00 0.00
H -1.535879 -0.790478 1.781774 0.00 0.00 0.01
H -2.399733 0.898975 3.380437 0.00 -0.01 -0.01
H -1.118541 3.008367 3.704239 0.00 0.00 0.00
C -2.350847 -2.994740 -3.617404 0.02 0.02 0.01
N -1.905700 -1.649194 -3.212976 -0.06 -0.02 0.08
C -2.333765 -0.499752 -4.021951 0.02 -0.01 0.01
C -1.240812 -1.487396 -2.118426 0.13 -0.06 -0.14
N -0.638672 -1.364603 -1.136442 -0.14 0.13 -0.02
H -3.437345 -3.048962 -3.571751 0.00 0.00 0.00
H -1.919271 -3.737166 -2.952235 0.00 0.00 0.00
H -2.013034 -3.182682 -4.634573 0.00 -0.01 0.00
H -3.420118 -0.424904 -4.005231 0.00 0.00 0.00
H -1.992110 -0.642179 -5.045372 0.00 0.00 0.00
H -1.898518 0.411839 -3.622406 0.00 0.00 0.00
```
Positions in Å, forces in eV/Å.

HOMO-LUMO gap	0.19376	Eh
energy relative to the best compared isomer or geometry (same formula, charge and spin)	0.0	kJ/mol
highest occupied orbital energy	-15.30	eV
charge	+2
largest force on an atom	0.01118	hartree/bohr

Results of the Mulliken charge analysis, in e, for atoms 1 through 5: atom 1 (Pd): 0.79, atom 2 (O): -0.47, atom 3 (Cl): 1.86, atom 4 (O): -0.47, atom 5 (O): -0.62

=====

ORCA calculation (ωB97M-V with the def2-TZVPD basis set) on a molecular structure, C12H10ClNO4S2 at a distorted geometry.

```
30
Properties=species:S:1:pos:R:3:forces:R:3
O -0.016908 -0.621752 -2.319858 -9.00 0.06 -4.27
S 1.118777 -0.492224 -1.649203 11.67 -1.09 2.08
O 1.832906 -1.750718 -1.347054 -0.73 2.72 0.51
N 1.037656 0.548350 -0.380481 0.08 -0.73 -7.72
H 1.531320 0.371025 0.344378 5.09 -2.11 5.50
C -0.147190 1.041978 0.017062 -6.38 -6.82 -4.85
C -0.710807 0.127642 1.062621 -1.84 -2.05 -3.76
C -0.853005 -1.308168 0.739023 3.20 -1.50 0.80
C -1.422015 -2.197695 1.616944 -1.08 -1.99 1.42
C -2.156430 -1.640561 2.781182 3.86 -13.48 -4.56
C -2.216392 -0.463333 2.772712 -2.45 16.94 0.88
C -1.664573 0.557297 1.846351 -2.44 3.44 6.26
H -1.850306 1.844053 2.165045 0.50 -4.36 -1.15
O -3.030974 -0.118056 3.976178 1.72 5.02 -4.06
C -3.489066 -1.217658 4.436611 10.12 -2.86 6.11
O -2.679670 -2.294388 3.778329 -2.67 -0.98 1.65
H -3.019695 -1.227392 5.675021 -1.59 -0.55 -2.86
H -4.411335 -1.345080 4.544962 -8.03 -1.55 -0.22
H -1.408731 -3.390911 1.599544 0.24 2.92 -0.54
H -0.090340 -1.803644 0.046949 -1.51 0.86 0.66
H -0.849598 1.057862 -1.017203 1.44 0.43 3.12
H 0.044544 1.868081 0.378785 0.87 8.74 3.37
C 2.289617 0.429282 -2.808888 -1.71 -2.53 3.05
C 2.035299 1.193760 -3.834386 -11.53 0.46 -3.89
C 2.744229 1.920877 -4.668002 8.80 -2.33 7.05
C 4.038587 1.758750 -3.741163 0.10 0.94 -2.79
Cl 5.614603 2.653320 -4.076884 -1.78 -1.34 0.56
S 3.865042 0.569052 -2.494322 3.86 1.41 0.06
H 2.975982 2.648942 -5.290111 -0.60 3.05 -3.39
H 0.888472 1.281310 -4.154140 1.78 -0.70 1.00
```
Positions in Å, forces in eV/Å.

HOMO-LUMO gap	0.32282	Eh
energy relative to the best compared isomer or geometry (same formula, charge and spin)	1145.0	kJ/mol
highest occupied orbital energy	-8.68	eV
largest force on an atom	0.33330	hartree/bohr

Results of the Mulliken charge analysis, in e, for atoms 1 through 5: atom 1 (O): -0.47, atom 2 (S): 1.01, atom 3 (O): -0.66, atom 4 (N): -0.08, atom 5 (H): 0.23

=====

ORCA calculation (ωB97M-V with the def2-TZVPD basis set) on C12H10N2 in the gas phase at a distorted geometry.

```
24
Properties=species:S:1:pos:R:3:forces:R:3
C 0.681958 1.877555 0.057653 -0.56 1.30 0.92
C -0.663281 1.914110 0.122627 0.71 -0.51 -0.86
C -1.584037 0.734022 0.003126 -1.84 0.92 1.99
C -1.268765 -0.402724 -0.692963 0.46 0.45 -0.69
C -2.199673 -1.390093 -0.897864 -0.64 -1.24 -0.87
C -3.377281 -1.284408 -0.207038 -1.44 -0.68 0.15
C -3.643076 -0.160041 0.551813 -0.57 -0.35 1.05
N -2.816449 0.843792 0.667998 2.14 0.89 -0.91
C 1.563508 0.732665 0.162664 1.60 -1.42 -0.35
C 2.749230 0.756010 -0.641107 -0.78 -0.43 0.04
C 3.698193 -0.250103 -0.576248 -1.59 0.17 0.64
N 3.561902 -1.242853 0.292513 0.22 -0.47 0.29
C 2.469769 -1.276526 1.064071 -0.22 -1.15 0.79
C 1.392440 -0.389304 1.036544 2.17 1.58 -1.65
H 1.251559 2.849471 0.093240 -0.86 -0.98 -0.29
H -1.073551 2.912267 0.060829 -0.55 -0.13 0.28
H -0.314734 -0.469517 -1.157449 0.56 -0.02 -0.43
H -2.060655 -2.186729 -1.669718 0.16 0.58 1.09
H -4.209659 -1.995943 -0.168310 0.66 -0.17 -0.63
H -4.592157 -0.175264 1.152327 0.95 0.48 -0.64
H 2.927188 1.438799 -1.463360 -0.45 0.64 0.38
H 4.500785 -0.223647 -1.292027 0.50 -0.31 0.13
H 2.428147 -2.136301 1.793972 0.09 0.95 -0.88
H 0.578650 -0.475231 1.706715 -0.71 -0.09 0.44
```
Positions in Å, forces in eV/Å.

HOMO-LUMO gap	0.32066	Eh
energy relative to the best compared isomer or geometry (same formula, charge and spin)	68.3	kJ/mol
highest occupied orbital energy	-8.84	eV
structure (SMILES)	C(=C/c1ccccn1)/c1ccncc1
largest force on an atom	0.06116	hartree/bohr

Results of the Mulliken charge analysis, in e, for atoms 1 through 5: atom 1 (C): -0.45, atom 2 (C): -0.49, atom 3 (C): 0.39, atom 4 (C): -0.26, atom 5 (C): -0.60